(1)
Density functional theory data (ωB97M-V/def2-TZVPD) for one molecule with the formula C3H6O2 in a non-equilibrium geometry.

Cartesian coordinates (Å):
C (0.47, 0.50, -1.23)
C (0.26, -0.04, 0.17)
O (1.38, -0.23, 0.88)
C (-1.00, -0.57, 0.65)
O (-0.72, 0.50, 1.50)
H (1.53, 0.68, -1.45)
H (-0.08, 1.44, -1.33)
H (0.07, -0.20, -1.98)
H (-1.03, -1.59, 1.04)
H (-1.84, -0.34, -0.01)
H (0.95, -0.15, 1.76)

Summary:
energy relative to the best compared isomer or geometry (same formula, charge and spin): 272.5 kJ/mol
HOMO-LUMO gap: 10.423 eV
spin multiplicity: 1
SMILES string: C[C@]1(O)CO1
calculated total energy: -268.3014 Ha
E_HOMO: -9.469 eV



(2)
Density functional theory data (ωB97M-V/def2-TZVPD) for a 2-piece molecular cluster, C3H6O2 overall.

Cartesian coordinates (Å):
O (-1.57, 0.68, -1.10)
C (-1.07, 0.96, -0.04)
C (-0.24, -0.09, 0.65)
C (1.09, -0.75, 0.75)
O (0.16, -1.10, -0.25)
H (0.25, 0.21, -2.07)
H (-1.48, 1.80, 0.57)
H (-0.97, -0.33, 1.43)
H (0.90, 0.58, -1.96)
H (1.15, -1.59, 1.44)
H (2.05, -0.29, 0.49)

Summary:
energy relative to the best compared isomer or geometry (same formula, charge and spin): 414.1 kJ/mol
HOMO-LUMO gap: 10.624 eV
spin multiplicity: 1
SMILES string: O=C[C@@H]1CO1.[H][H]
calculated total energy: -268.2475 Ha
E_HOMO: -10.006 eV



(3)
Density functional theory data (ωB97M-V/def2-TZVPD) for a 3-piece molecular cluster, C3H6O2PS2 overall in a non-equilibrium geometry.

Cartesian coordinates (Å):
C (-1.77, -0.91, -1.90)
C (3.51, 0.07, 1.03)
C (2.20, 0.15, 0.88)
O (-2.12, -1.64, -1.08)
O (-1.49, -0.36, -2.87)
P (-3.12, 1.30, 0.18)
S (1.16, -1.26, 0.72)
S (-1.17, 1.16, -0.21)
H (4.13, 0.94, 1.15)
H (4.02, -0.88, 1.04)
H (1.66, 1.09, 0.84)
H (-3.70, 0.79, -1.00)
H (-3.38, 0.08, 0.82)
H (0.07, -0.53, 0.42)

Summary:
energy relative to the best compared isomer or geometry (same formula, charge and spin): 0.0 kJ/mol
HOMO-LUMO gap: 6.739 eV
total charge: -1
spin multiplicity: 1
calculated total energy: -1406.1767 Ha
E_HOMO: -3.332 eV



- Which of these has the lowest HOMO-LUMO gap?
  C3H6O2PS2



- Which value of calculated total energy does entry 1 give?
  -268.3014 Ha